62
Properties=species:S:1:pos:R:3 method="wB97M-V/def2-TZVPD" e_homo_ev=-8.56 smiles="O=Nc1c(NC[C@H](O)[C@H](O)[C@H](O)CO)[nH]c(=O)[nH]c1=O.CNC(=O)[C@@H](NC(C)=O)C(C)C" fmax_ha_per_bohr=0.059 charge=0 multiplicity=1
O 0.11 2.51 -4.78
N 0.77 2.46 -3.74
C 0.48 1.53 -2.74
C -0.55 0.60 -2.75
N -1.46 0.50 -3.78
C -2.34 -0.66 -4.04
C -3.70 -0.52 -3.32
O -3.52 -0.76 -1.91
C -4.77 -1.51 -3.84
O -4.21 -2.83 -3.80
C -5.32 -1.23 -5.27
O -4.87 0.04 -5.79
C -6.86 -1.23 -5.34
O -7.42 -2.42 -4.78
N -0.72 -0.27 -1.70
C 0.05 -0.19 -0.58
O -0.19 -0.91 0.37
N 1.04 0.73 -0.49
C 1.33 1.53 -1.55
O 2.26 2.30 -1.39
H -1.24 1.11 -4.58
H -1.84 -1.59 -3.74
H -2.50 -0.74 -5.12
H -4.05 0.50 -3.46
H -4.33 -0.55 -1.41
H -5.62 -1.48 -3.14
H -3.89 -3.04 -2.91
H -4.94 -2.02 -5.93
H -5.31 0.78 -5.34
H -7.15 -1.15 -6.40
H -7.26 -0.36 -4.81
H -8.38 -2.48 -4.96
H -1.62 -0.73 -1.60
H 1.76 0.59 0.22
C 3.25 3.46 3.47
N 3.09 2.47 2.41
C 3.09 1.14 2.53
O 2.90 0.44 1.54
C 3.36 0.45 3.87
N 2.31 -0.55 4.12
C 1.73 -0.76 5.30
C 0.64 -1.81 5.34
O 2.03 -0.15 6.32
C 4.77 -0.20 3.86
C 5.87 0.83 3.57
C 5.11 -0.87 5.19
H 4.23 3.36 3.94
H 2.48 3.32 4.23
H 3.16 4.46 3.05
H 2.94 2.81 1.47
H 3.34 1.20 4.67
H 1.98 -1.07 3.32
H 0.28 -1.90 6.36
H -0.17 -1.50 4.69
H 1.05 -2.76 5.01
H 4.80 -0.96 3.08
H 5.73 1.28 2.59
H 5.87 1.61 4.33
H 6.84 0.34 3.58
H 5.03 -0.15 6.01
H 6.12 -1.27 5.16
H 4.42 -1.69 5.39